[1]
A molecular structure, C24H70BHgN6O6 at a distorted geometry. Source: the OMol25 dataset; level of theory: ωB97M-V/def2-TZVPD.

Its strongest force on any atom is 0.087 hartree/bohr. For the LUMO energy, the calculation gives -1.90 eV. The value obtained for the energy above the lowest of the compared OMol25 structures with the same formula, charge and spin is 205.0 kJ/mol. For the total energy, the calculation gives -52085.9665 eV.

Geometry as ORCA input:
```
! RIJCOSX wB97M-V def2-TZVPD def2/J DEFGRID3
* xyz 1 1
Hg 1.5702 -0.0119 0.9641
B -0.6803 -0.3611 1.2811
H -0.0792 -1.0985 1.7902
H -0.4614 -0.3058 0.2260
H -1.7221 -0.5535 1.4855
H -0.3692 0.5995 1.6615
C 4.3725 -2.4976 3.6510
C 3.5053 -2.0615 2.5201
C 2.6343 -3.2080 2.0611
O 1.8785 -2.6574 1.0412
C 1.0196 -3.5422 0.4170
N 2.6474 -0.9867 2.9533
H 4.0618 -3.2097 4.4155
H 4.8512 -1.6160 4.0771
H 5.2159 -3.0179 3.1970
H 4.0873 -1.7028 1.6712
H 2.0855 -3.6262 2.9049
H 3.2694 -3.9646 1.6003
H 0.7015 -3.0122 -0.4808
H 0.0400 -3.7444 0.8500
H 1.4228 -4.4898 0.0596
H 1.8905 -1.4354 3.4492
H 3.1121 -0.3316 3.5657
C 3.6239 -0.4953 -3.1822
C 3.4139 -0.6507 -1.6466
C 4.1021 0.5169 -0.9131
O 3.6412 0.6098 0.4514
C 4.4403 1.4370 1.2972
N 2.0225 -0.6808 -1.3135
H 2.9945 0.2164 -3.7165
H 3.3529 -1.4560 -3.6201
H 4.6740 -0.2489 -3.3389
H 3.8168 -1.5867 -1.2597
H 3.9567 1.4566 -1.4460
H 5.1652 0.2847 -0.8495
H 4.0514 1.3665 2.3130
H 4.3567 2.5158 1.1659
H 5.5140 1.3121 1.1571
H 1.5477 -1.4336 -1.7908
H 1.5995 -0.0321 -1.9619
C -4.3832 -0.6686 -0.3385
C -3.6019 -0.9022 -1.6063
C -4.2334 -0.0165 -2.7159
O -5.6765 -0.3474 -2.8726
C -6.1160 -0.2152 -4.2204
N -2.1917 -0.7216 -1.4135
H -3.9570 -1.1839 0.5222
H -5.4115 -1.0300 -0.3283
H -4.5918 0.3688 -0.0769
H -3.6717 -1.9446 -1.9172
H -3.6413 -0.2396 -3.6035
H -4.2487 1.0678 -2.6061
H -7.1881 -0.0315 -4.1495
H -5.8209 -1.0940 -4.7937
H -5.7882 0.6891 -4.7331
H -2.0573 0.2046 -1.0339
H -1.9976 -1.3188 -0.6224
C -1.0584 -2.4672 4.8587
C -2.3789 -2.5565 4.1533
C -3.3469 -1.4173 4.4994
O -4.5406 -1.8125 3.8993
C -5.4949 -0.7120 4.0457
N -2.1963 -2.7577 2.7266
H -0.4755 -3.3483 4.5903
H -1.1054 -2.4996 5.9472
H -0.5143 -1.5733 4.5537
H -2.8340 -3.3832 4.6988
H -2.8533 -0.5161 4.1356
H -3.5283 -1.5340 5.5679
H -5.2044 0.1759 3.4842
H -5.6654 -0.4568 5.0917
H -6.4345 -1.0519 3.6101
H -1.6855 -1.9234 2.4753
H -3.1367 -2.5451 2.4257
C -0.9463 2.5816 -3.2097
C -0.3356 1.4249 -3.9082
C 0.6157 1.8609 -5.0495
O -0.1489 2.2454 -6.1828
C 0.7088 2.4439 -7.3505
N 0.2485 0.3627 -3.0598
H -1.7751 2.9400 -3.8201
H -0.1623 3.3175 -3.0315
H -1.5375 2.1094 -2.4250
H -1.1305 0.8643 -4.4000
H 1.3441 1.0732 -5.2418
H 1.1810 2.7294 -4.7115
H 1.7726 2.4334 -7.1133
H 0.3511 3.2853 -7.9440
H 0.6282 1.5734 -8.0015
H 0.1956 -0.4767 -3.6190
H -0.4409 0.1680 -2.3477
C 0.9892 4.3710 -0.4188
C 1.5212 3.0458 0.2584
C 1.3333 3.1188 1.7601
O 1.6049 1.8508 2.4413
C 1.1840 1.9117 3.8208
N 0.8862 1.9469 -0.3748
H 1.4955 5.3023 -0.1649
H -0.0674 4.4555 -0.1645
H 1.1283 4.2394 -1.4918
H 2.5812 2.9690 0.0162
H 0.3471 3.5650 1.8886
H 2.0980 3.8765 1.9313
H 1.5139 1.0811 4.4448
H 0.1106 1.9071 4.0102
H 1.5568 2.8689 4.1852
H 0.9731 2.0363 -1.3770
H -0.1211 1.9831 -0.3105
*
```


[2]
9 unconnected molecules or ions with the total composition C24H70N4O13 at a distorted geometry. Source: the OMol25 dataset; level of theory: ωB97M-V/def2-TZVPD.

Its strongest force on any atom is 0.090 hartree/bohr. For the LUMO energy, the calculation gives 0.30 eV. The SMILES is COCCNCCOC.COCCNCCOC.COCCNCCOC.COCCNCCOC.O.O.O.O.O. The value obtained for the energy above the lowest of the compared OMol25 structures with the same formula, charge and spin is 662.6 kJ/mol. For the total energy, the calculation gives -58590.3008 eV.

Geometry as ORCA input:
```
! RIJCOSX wB97M-V def2-TZVPD def2/J DEFGRID3
* xyz 0 1
C 2.0055 -2.3352 7.0037
O 0.5353 -2.1653 6.9582
C 0.1341 -1.1105 7.7612
C 0.2514 0.1657 6.8735
N -0.9603 0.3241 5.9612
C -1.0069 -0.5218 4.7385
C 0.0476 -0.2984 3.7932
O -0.0575 0.6746 2.8832
C 0.8358 0.4746 1.8040
H 2.5373 -1.4788 7.4181
H 2.3127 -2.7721 6.0535
H 2.1489 -3.0461 7.8174
H 0.7158 -1.0268 8.6792
H -0.9216 -1.2698 7.9808
H 1.2194 0.4618 6.4694
H 0.0292 0.8913 7.6560
H -1.1203 1.3063 5.7884
H -1.9260 -0.4498 4.1570
H -0.9601 -1.4848 5.2471
H 0.1272 -1.2211 3.2183
H 1.0000 -0.0458 4.2592
H 1.1950 1.3428 1.2515
H 0.3464 -0.1697 1.0737
H 1.7313 -0.0979 2.0459
C -5.9855 -2.2887 -3.8672
O -6.9546 -2.8700 -3.0373
C -8.1351 -2.1400 -2.7310
C -9.2253 -3.1305 -2.1225
N -8.5713 -4.1126 -1.2635
C -9.5695 -5.0815 -0.9310
C -8.8378 -6.2776 -0.3637
O -8.1255 -7.0079 -1.3264
C -7.1517 -8.0072 -0.8999
H -5.1169 -2.9412 -3.9549
H -5.6286 -1.3836 -3.3757
H -6.3304 -2.1091 -4.8855
H -8.6771 -1.8080 -3.6165
H -7.8820 -1.3282 -2.0492
H -9.7378 -3.6268 -2.9466
H -10.0028 -2.6648 -1.5168
H -7.6682 -4.4524 -1.5619
H -10.2257 -5.4199 -1.7328
H -10.1663 -4.5879 -0.1640
H -9.6717 -6.9282 -0.1001
H -8.2409 -5.9992 0.5048
H -6.5914 -8.3451 -1.7717
H -7.4882 -8.8743 -0.3316
H -6.4330 -7.5414 -0.2256
C 6.9335 -1.4412 0.9601
O 6.9207 -2.9126 1.1595
C 5.7819 -3.4547 1.7371
C 5.7971 -4.9995 1.5530
N 5.1432 -5.4828 0.3017
C 3.6643 -5.4857 0.4784
C 3.1459 -5.5459 -1.0166
O 3.6008 -4.3682 -1.6604
C 3.0168 -4.0995 -2.8689
H 7.6796 -0.9997 0.2994
H 6.8566 -0.9356 1.9226
H 5.9839 -1.1563 0.5072
H 4.8526 -3.0271 1.3607
H 5.7355 -3.2038 2.7968
H 5.3367 -5.4364 2.4392
H 6.7585 -5.4786 1.3676
H 5.2216 -4.8319 -0.4666
H 3.1634 -4.6000 0.8691
H 3.3885 -6.4259 0.9559
H 2.0810 -5.7472 -0.9001
H 3.4416 -6.4388 -1.5673
H 3.6513 -4.6027 -3.5985
H 2.9864 -3.0849 -3.2661
H 1.9607 -4.3415 -2.9881
C 2.8727 13.0076 -9.2212
O 3.3012 12.3080 -8.1342
C 2.7304 10.9801 -8.0658
C 3.6504 10.1125 -7.1431
N 3.6771 10.6131 -5.7540
C 4.8438 10.0742 -5.0733
C 4.6196 8.7022 -4.3211
O 4.8234 7.5349 -5.0331
C 6.0858 7.2470 -5.4739
H 3.3116 14.0050 -9.1939
H 1.8212 13.2910 -9.1744
H 3.2038 12.4370 -10.0889
H 2.6262 10.5522 -9.0629
H 1.7114 10.8601 -7.6980
H 4.6524 10.2164 -7.5593
H 3.4554 9.0402 -7.1603
H 3.7583 11.6197 -5.7361
H 4.9825 10.7589 -4.2367
H 5.6798 9.9962 -5.7684
H 3.6282 8.4530 -3.9429
H 5.2463 8.8085 -3.4356
H 6.4580 6.5415 -4.7311
H 6.7152 8.1362 -5.5113
H 6.0569 6.6184 -6.3639
O 2.4957 -10.0901 7.3504
H 2.8108 -10.9500 7.0718
H 3.1437 -9.7925 7.9889
O -1.0526 -7.6979 5.5262
H -0.3857 -8.2109 5.9826
H -0.9781 -6.8201 5.9007
O -1.9983 5.5745 0.3896
H -1.5156 4.7511 0.4607
H -1.5695 6.0431 -0.3264
O -4.3421 5.0874 4.6822
H -4.8810 5.8573 4.5002
H -3.8557 4.9378 3.8715
O -6.5072 0.2406 7.3933
H -5.6052 0.5447 7.2922
H -6.5754 -0.5090 6.8020
*
```


One value per record, in order, for gap between HOMO and LUMO: 8.98; 8.64 eV.